{"formula": "C45H26I5N4Sn", "method": "wB97M-V/def2-TZVPD", "gap_ev": [4.35, 4.38], "e_homo_ev": [-3.5, -3.6], "charge": -1, "total_energy_ha": -3652.268259, "max_force_ev_per_a": 1.09, "elements": ["Sn", "I", "C", "C", "C", "C", "C", "C", "C", "C", "C", "C", "C", "C", "C", "C", "C", "C", "I", "C", "C", "C", "N", "C", "C", "C", "C", "C", "C", "I", "C", "C", "C", "C", "C", "C", "N", "C", "C", "C", "C", "C", "N", "C", "C", "C", "C", "I", "C", "C", "C", "C", "N", "H", "H", "H", "H", "H", "H", "H", "H", "H", "H", "H", "H", "H", "H", "H", "H", "H", "H", "H", "H", "H", "H", "H", "H", "I", "C", "H", "H"], "coordinates": [[-0.05720, -0.56260, -0.41650], [6.08430, -6.85250, 2.58280], [4.85720, -5.16220, 2.22280], [5.36050, -4.07970, 1.52580], [4.56930, -2.96920, 1.32410], [3.26730, -2.88150, 1.84900], [2.75790, -4.05280, 2.44070], [3.54040, -5.16740, 2.64620], [2.42000, -1.72870, 1.65660], [2.86930, -0.59010, 0.93550], [4.15350, 0.02770, 1.07800], [4.10770, 1.19230, 0.37940], [2.80880, 1.27170, -0.21770], [2.36890, 2.30680, -1.04330], [3.35400, 3.29650, -1.50760], [4.53970, 2.91120, -2.13140], [5.45080, 3.85180, -2.57540], [5.17510, 5.19360, -2.39340], [6.57450, 6.64240, -3.06040], [4.00840, 5.61010, -1.77910], [3.10270, 4.66000, -1.34630], [1.05340, 2.49090, -1.50190], [-0.03950, 1.90690, -0.98660], [-1.10660, 2.33780, -1.69760], [-2.43400, 2.01540, -1.39510], [-3.49410, 2.56030, -2.25230], [-3.60800, 3.91590, -2.55220], [-4.61890, 4.37590, -3.37740], [-5.53840, 3.47850, -3.88690], [-7.10840, 4.17500, -5.12870], [-5.44990, 2.12820, -3.60630], [-4.42590, 1.67660, -2.79790], [-2.84970, 1.20820, -0.32510], [-4.20810, 1.04620, 0.12410], [-4.16260, 0.27740, 1.23980], [-2.77520, -0.01350, 1.48010], [-2.02380, 0.53780, 0.51110], [-2.26530, -0.73860, 2.56920], [-0.94520, -1.16640, 2.71690], [-0.40640, -1.78440, 3.89350], [0.88120, -2.11550, 3.61610], [1.14520, -1.67370, 2.27760], [0.04540, -1.07860, 1.78400], [-3.21440, -1.03430, 3.65390], [-3.41230, -2.33210, 4.11940], [-4.30940, -2.59190, 5.14030], [-5.01280, -1.54460, 5.70390], [-6.38440, -1.93480, 7.27230], [-4.85220, -0.24770, 5.25140], [-3.95050, -0.00010, 4.23250], [-0.65940, 3.19610, -2.76470], [0.68350, 3.31130, -2.62860], [2.08640, 0.18240, 0.16860], [6.36260, -4.10610, 1.12530], [4.96160, -2.16440, 0.72610], [1.71570, -4.09950, 2.71620], [3.11680, -6.04270, 3.11730], [4.95010, -0.30350, 1.71790], [4.87870, 1.93900, 0.31810], [4.73730, 1.86120, -2.28450], [6.35850, 3.53820, -3.07030], [3.80140, 6.66200, -1.64470], [2.19010, 4.97750, -0.86370], [-2.90820, 4.62140, -2.12820], [-4.68980, 5.42680, -3.61520], [-6.16800, 1.42900, -4.00890], [-4.33140, 0.62100, -2.58790], [-5.08460, 1.46800, -0.32920], [-4.99570, -0.07030, 1.81970], [-0.92150, -1.91940, 4.82620], [1.60610, -2.52860, 4.29330], [-2.87740, -3.14640, 3.65570], [-4.46170, -3.60430, 5.48550], [-5.42090, 0.56370, 5.68410], [-3.81040, 1.01240, 3.88150], [-1.26750, 3.61510, -3.54360], [1.35480, 3.85960, -3.26620], [-2.00520, -3.37350, -0.28250], [0.15570, -3.10260, -0.52810], [0.38360, -3.61440, -1.46230], [0.60080, -3.67760, 0.28090]], "atomic_forces_ev_per_a": [[0.0, -0.9, -0.7], [-0.3, 0.3, -0.1], [0.3, -0.5, 0.1], [0.2, -0.1, 0.0], [-0.2, 0.1, 0.1], [0.3, -0.5, 0.1], [0.0, 0.1, 0.0], [0.1, -0.2, 0.1], [-0.4, 0.5, 0.1], [-0.3, -0.1, -0.1], [0.4, 0.4, -0.2], [0.3, -0.2, 0.2], [-0.1, 0.8, -0.4], [0.3, -0.6, 0.3], [0.3, 0.2, -0.1], [-0.2, 0.0, 0.1], [0.1, 0.0, -0.1], [0.4, 0.4, -0.2], [-0.3, -0.3, 0.1], [0.0, 0.1, -0.1], [0.0, -0.1, 0.0], [-0.5, 0.1, -0.2], [0.4, 0.1, 0.7], [-0.1, 0.0, 0.0], [0.2, -0.1, 0.3], [-0.3, 0.0, -0.3], [0.0, -0.1, 0.1], [-0.1, 0.1, -0.1], [-0.4, 0.2, -0.4], [0.3, -0.1, 0.2], [-0.2, -0.1, -0.1], [0.1, 0.1, -0.1], [0.0, 0.2, -0.2], [-0.2, -0.1, 0.1], [-0.1, 0.1, -0.1], [0.0, 0.3, -0.5], [0.6, -0.1, 0.6], [0.8, -0.3, 0.2], [-0.9, 0.4, 0.1], [0.4, -0.2, 0.2], [-0.5, -0.1, 0.4], [0.3, 0.0, -0.3], [0.2, 0.3, -0.8], [-0.2, -0.1, 0.2], [0.0, 0.1, -0.1], [0.0, -0.1, 0.1], [-0.4, -0.1, 0.4], [0.3, 0.1, -0.3], [-0.1, 0.1, 0.1], [0.0, -0.1, 0.1], [0.1, 0.0, -0.2], [0.0, 0.1, -0.2], [-0.6, -0.5, 0.2], [0.1, 0.0, 0.0], [0.1, 0.0, 0.0], [0.0, -0.1, 0.0], [0.0, 0.0, 0.0], [0.1, -0.1, 0.1], [0.1, 0.1, 0.0], [0.0, -0.1, 0.0], [0.0, 0.0, 0.0], [0.0, 0.0, 0.0], [-0.1, 0.0, 0.0], [0.1, 0.0, 0.0], [0.0, 0.1, 0.0], [0.0, 0.0, -0.1], [0.0, -0.1, 0.0], [-0.1, 0.1, -0.1], [-0.1, 0.0, 0.1], [-0.1, 0.0, 0.1], [0.1, -0.1, 0.0], [0.1, -0.1, -0.1], [0.0, 0.0, 0.0], [0.0, 0.0, 0.0], [0.0, 0.0, 0.0], [-0.1, 0.1, -0.1], [0.1, 0.1, -0.1], [0.1, -0.2, 0.0], [0.0, 0.5, 0.2], [-0.1, 0.0, -0.2], [0.0, -0.2, 0.2]]}